(1)
Below is a cluster of 2 separate species, C5H6NO5 in total, with properties calculated with the ωB97M-V functional and the def2-TZVPD basis.

Each line ends with the natural charge from an NBO analysis.
CARTESIAN COORDINATES (ANGSTROEM)
C: 1.3039 0.6742 -0.8659  0.21
C: -0.1382 1.0044 0.6148  0.04
C: 2.5533 0.0602 -0.6226  0.69
C: -1.4024 0.6124 0.1290  0.58
C: 0.2017 -0.7693 2.1598  -0.26
N: 0.9568 1.1911 -2.1078  -0.85
O: 3.7266 0.2253 -0.2960  -0.65
O: -1.6821 0.9206 -1.2204  -0.78
O: 1.7612 -0.8859 -0.9242  -0.53
O: -2.4086 0.3323 0.7854  -0.72
O: 0.3511 0.5680 1.7585  -0.53
H: -0.5355 -1.2599 1.4942  0.20
H: -0.2872 -0.9230 3.1906  0.16
H: 1.2787 -1.2989 2.2271  0.17
H: -2.6042 1.0366 -1.4604  0.49
H: 1.6608 1.7388 -2.5346  0.36
H: 0.0585 1.5363 -1.9626  0.41

Cartesian forces (eV/Å) of the 2 atoms listed first:
-3.6 1.3 1.3
2.2 -0.3 -3.6

- Strongest force on any atom: 4.2 eV/A
- Relative energy (zero: lowest compared OMol25 entry of this formula, charge and spin): 111.0 kcal per mole
- E: -17006.759 eV
- Net charge: -1

=====

(2)
Below is a cluster of 2 separate species, C6H17NO in total, with properties calculated with the ωB97M-V functional and the def2-TZVPD basis.

Each line ends with the natural charge from an NBO analysis.
CARTESIAN COORDINATES (ANGSTROEM)
C: -2.2418 -0.6914 0.3414  -0.64
C: -1.0785 -0.2183 -0.5865  -0.04
C: 0.2784 -0.6497 -0.0004  -0.44
C: 0.7642 0.2436 1.1365  -0.21
C: 1.9744 1.2065 0.6674  -0.60
C: 1.0919 -0.4430 2.4456  -0.62
N: -1.2183 -0.5202 -2.0840  -0.86
H: -3.0340 0.0284 0.2154  0.22
H: -1.9752 -0.8394 1.3958  0.22
H: -2.7101 -1.6662 0.1154  0.21
H: -1.0571 0.8669 -0.5057  0.17
H: 0.1441 -1.7037 0.2343  0.21
H: 1.0522 -0.8594 -0.7511  0.20
H: -0.0802 0.9152 1.3267  0.20
H: 1.8587 2.2010 1.0944  0.21
H: 1.8369 1.1864 -0.4105  0.19
H: 2.9173 0.7158 0.8246  0.21
H: 1.8899 -1.1670 2.6823  0.22
H: 0.1329 -0.9471 2.6686  0.20
H: 1.1756 0.3507 3.2210  0.21
H: -0.2701 -0.7803 -2.3432  0.37
H: -1.9045 -1.2636 -2.0877  0.36
H: 0.5212 1.5209 -2.4941  0.47
H: -0.3847 0.9511 -3.6775  0.49
O: 0.3166 1.5629 -3.4286  -0.96

Cartesian forces (eV/Å) of the 2 atoms listed first:
0.0 -0.5 -0.9
0.6 0.4 -0.2

- Strongest force on any atom: 2.8 eV/A
- Relative energy (zero: lowest compared OMol25 entry of this formula, charge and spin): 30.7 kcal per mole
- E: -10034.253 eV
- Net charge: 0
- SMILES: CC(C)C[C@H](C)N.O

=====

(3)
Below is an isolated molecule of CH6N4O3S, with properties calculated with the ωB97M-V functional and the def2-TZVPD basis.

Each line ends with the natural charge from an NBO analysis.
CARTESIAN COORDINATES (ANGSTROEM)
C: 0.3761 1.0567 0.7200  0.53
N: 0.1750 1.3001 1.9305  -0.73
N: -0.0827 1.8662 -0.2511  -0.86
N: 0.9376 -0.1526 0.2319  -0.40
N: 0.9197 -1.2043 1.1392  -0.60
O: 0.7584 -1.9536 -1.7041  -0.87
O: -0.5358 0.0862 -2.3113  -0.94
O: -1.4120 -1.1490 -0.6015  -0.89
S: -0.0376 -0.8426 -1.3595  2.35
H: 0.4223 0.5519 2.5149  0.35
H: -0.4975 2.7998 0.0240  0.42
H: -0.2612 1.4907 -1.2132  0.41
H: -0.0581 -1.4323 1.2535  0.34
H: -1.9848 -0.4614 -1.0120  0.53
H: 1.2806 -1.9559 0.6386  0.37

Cartesian forces (eV/Å) of the 2 atoms listed first:
-1.3 -0.9 -0.3
-0.3 1.4 0.6

- Strongest force on any atom: 3.6 eV/A
- Relative energy (zero: lowest compared OMol25 entry of this formula, charge and spin): 30.3 kcal per mole
- E: -24069.945 eV
- Net charge: 0
- SMILES: [H]/N=C(/N)N(N)S(=O)(=O)O

=====

(4)
Below is a structure of composition CHN3O5S, with properties calculated with the ωB97M-V functional and the def2-TZVPD basis.

Each line ends with the natural charge from an NBO analysis.
CARTESIAN COORDINATES (ANGSTROEM)
C: -0.1447 2.3388 -0.2866  0.32
N: -0.3089 3.1785 -1.0598  -0.26
N: 0.1323 1.3685 0.7306  -0.16
N: 1.9563 -1.2611 0.0464  0.47
O: 2.0851 -1.7843 -1.0182  -0.24
O: 1.7055 -1.5188 1.1596  -0.29
O: 3.0492 1.0719 1.3598  -0.85
O: 2.8970 1.4108 -1.0332  -0.83
O: -0.4887 0.1842 0.5664  -0.47
S: 2.3347 0.8786 0.1492  1.82
H: -0.2662 -0.2213 1.3569  0.49

Cartesian forces (eV/Å) of the 2 atoms listed first:
-0.1 -2.3 1.4
0.1 -0.1 0.2

- Strongest force on any atom: 3.7 eV/A
- Relative energy (zero: lowest compared OMol25 entry of this formula, charge and spin): 28.0 kcal per mole
- E: -26587.387 eV
- Net charge: 0

=====

(5)
Below is an isolated molecule of C6H8N2, with properties calculated with the ωB97M-V functional and the def2-TZVPD basis.

Each line ends with the natural charge from an NBO analysis.
CARTESIAN COORDINATES (ANGSTROEM)
C: 1.4375 -1.4946 -0.6506  0.23
C: -0.0150 -0.0560 -0.0819  0.09
C: 1.1955 0.6150 -0.0065  0.07
C: 1.4236 1.9555 0.2976  -0.42
C: -1.5283 0.3531 0.3990  -0.08
C: -2.6622 -0.6130 0.1211  -0.69
N: 0.1855 -1.3430 -0.4710  -0.48
N: 2.1601 -0.3390 -0.4204  -0.58
H: 1.9289 -2.3399 -1.0319  0.19
H: 2.4817 2.1831 0.4124  0.18
H: 0.7634 2.6976 0.6812  0.21
H: -1.8304 1.2949 0.6761  0.17
H: -2.7134 -1.3614 0.9069  0.23
H: -2.4147 -1.2250 -0.7362  0.24
H: -3.5605 -0.0001 -0.0076  0.22
H: 3.1484 -0.3272 -0.0884  0.42

Cartesian forces (eV/Å) of the 2 atoms listed first:
1.0 1.3 0.2
-6.7 0.9 2.1

- Strongest force on any atom: 7.1 eV/A
- Relative energy (zero: lowest compared OMol25 entry of this formula, charge and spin): 66.7 kcal per mole
- E: -9328.813 eV
- Net charge: 0
- SMILES: C=c1[nH]cn/c1=C\C

=====

(6)
Below is a structure of composition C24H60BF4N4Na2O8, with properties calculated with the ωB97M-V functional and the def2-TZVPD basis.

Each line ends with the Löwdin charge.
CARTESIAN COORDINATES (ANGSTROEM)
Na: -17.4791 -0.2564 34.3251  0.59
Na: -18.3671 1.9753 31.2204  0.63
B: -16.6810 2.7034 33.6326  -1.28
F: -15.9105 1.9834 34.5513  0.14
F: -18.0592 2.4649 33.9270  0.09
F: -16.4184 4.0646 33.6799  0.16
F: -16.4578 2.1882 32.3439  0.10
C: -22.4776 7.1802 33.1682  -0.10
O: -21.4831 6.2311 32.8196  -0.20
C: -21.8435 4.9146 33.2205  -0.21
C: -20.7055 3.9615 32.9411  -0.19
N: -20.6588 3.3480 31.6005  -0.06
C: -20.5589 4.3476 30.5242  -0.18
C: -19.1699 4.9373 30.4008  -0.16
O: -18.2259 3.9244 29.9864  -0.24
C: -16.8785 4.3500 30.0469  -0.09
H: -22.0729 8.1179 32.7887  0.09
H: -22.7318 7.2953 34.2277  0.09
H: -23.4132 6.9272 32.6536  0.09
H: -22.7629 4.5487 32.7499  0.13
H: -21.9409 4.9607 34.3082  0.11
H: -20.5921 3.1881 33.7026  0.09
H: -19.7635 4.4989 33.0944  0.11
H: -21.5239 2.8332 31.4696  0.11
H: -21.3108 5.1406 30.5757  0.12
H: -20.8403 3.8246 29.6044  0.13
H: -18.8101 5.3367 31.3503  0.13
H: -19.1371 5.7166 29.6391  0.14
H: -16.6275 4.8951 30.9657  0.10
H: -16.7455 5.1280 29.2823  0.10
H: -16.1560 3.5496 29.9122  0.09
C: -22.2370 4.8359 37.3181  -0.13
O: -21.9822 4.8115 38.6946  -0.18
C: -22.1076 6.0924 39.3106  -0.21
C: -21.0618 7.0966 38.9087  -0.22
N: -19.7310 6.6512 39.3354  -0.04
C: -18.6396 7.4823 38.8369  -0.20
C: -18.2635 7.1848 37.3821  -0.22
O: -18.0289 5.7967 37.2623  -0.19
C: -17.9237 5.3480 35.9382  -0.10
H: -21.7262 5.6460 36.7904  0.07
H: -23.3177 4.9575 37.1376  0.09
H: -22.0116 3.8623 36.8801  0.07
H: -22.0025 5.8649 40.3738  0.13
H: -23.1401 6.4493 39.2276  0.12
H: -21.2899 8.0032 39.4760  0.13
H: -21.1311 7.3355 37.8397  0.10
H: -19.6018 5.7394 38.9014  0.10
H: -17.7658 7.1678 39.4184  0.12
H: -18.7648 8.5538 38.9762  0.12
H: -17.3918 7.7615 37.0608  0.13
H: -19.1671 7.3802 36.7791  0.11
H: -17.3817 4.4092 35.8722  0.07
H: -17.3665 6.0329 35.2915  0.09
H: -18.9210 5.2096 35.4996  0.09
C: -11.8121 -0.5724 36.5938  -0.12
O: -12.2916 -0.8057 35.2995  -0.19
C: -12.6615 0.3511 34.5782  -0.21
C: -13.4271 -0.1390 33.3267  -0.19
N: -13.5886 0.8328 32.2704  -0.07
C: -12.3683 1.3703 31.6821  -0.18
C: -12.8162 2.3635 30.6172  -0.26
O: -11.7695 3.0012 29.9617  -0.18
C: -12.1765 3.7816 28.8471  -0.09
H: -12.4906 -0.0440 37.2720  0.08
H: -10.8448 -0.0610 36.5952  0.09
H: -11.6319 -1.5544 37.0340  0.09
H: -11.7920 0.9754 34.3476  0.12
H: -13.3250 0.9615 35.2071  0.11
H: -14.3836 -0.4553 33.7467  0.10
H: -12.8319 -0.9884 32.9853  0.13
H: -14.1873 1.5693 32.6129  0.08
H: -11.8628 0.5454 31.1798  0.13
H: -11.7466 1.8503 32.4404  0.11
H: -13.5161 3.0951 31.0502  0.12
H: -13.4428 1.8064 29.9050  0.12
H: -11.2871 4.1576 28.3532  0.09
H: -12.7909 4.5926 29.2518  0.09
H: -12.7338 3.1491 28.1485  0.09
C: -20.5636 0.8095 35.5038  -0.10
O: -20.4130 0.5631 36.8805  -0.17
C: -19.5321 1.5072 37.4972  -0.17
C: -18.0465 1.4344 37.1172  -0.16
N: -17.6555 0.0458 36.7855  -0.07
C: -16.2575 -0.2117 37.1582  -0.18
C: -15.8972 -1.6504 36.8537  -0.19
O: -16.1215 -1.8868 35.4673  -0.23
C: -16.0743 -3.2758 35.1950  -0.08
H: -19.6346 0.6970 34.9359  0.05
H: -21.0364 1.7798 35.3301  0.08
H: -21.2646 0.0639 35.1236  0.10
H: -19.6855 1.5054 38.5761  0.13
H: -19.9435 2.4970 37.2545  0.11
H: -17.5144 1.7609 38.0154  0.13
H: -17.8221 2.0633 36.2567  0.09
H: -18.2929 -0.5594 37.2989  0.13
H: -16.0888 -0.0315 38.2273  0.13
H: -15.6388 0.5069 36.6144  0.12
H: -16.5008 -2.3126 37.4843  0.13
H: -14.8569 -1.8468 37.1275  0.13
H: -15.2619 -3.8023 35.7066  0.10
H: -15.9201 -3.4496 34.1324  0.09
H: -16.9704 -3.7941 35.5524  0.10

Cartesian forces (eV/Å) of the 2 atoms listed first:
0.5 0.2 0.7
-0.3 0.6 0.0

- Strongest force on any atom: 1.9 eV/A
- Relative energy (zero: lowest compared OMol25 entry of this formula, charge and spin): 0.0 kcal per mole
- E: -68579.902 eV
- Net charge: +1